# 1
The following is a quantum chemistry calculation of 3 unconnected molecules or ions with the total composition C39H55BN2O9S2 at a distorted geometry, from the OMol25 dataset.

Positions of all 108 atoms, in Å:
C 3.21475 -2.87131 2.07929
C 4.01103 -2.90594 0.67912
B 4.62798 -1.44141 0.39746
O 5.58425 -0.97983 1.36335
C 4.21319 -0.59326 -0.89810
C 5.25891 -0.18778 -1.86038
C 6.77221 -0.51640 -1.68370
C 7.39075 0.65656 -0.77595
C 7.40076 2.07051 -1.48848
C 6.52396 3.15646 -0.71847
N 5.40336 3.67386 -1.58149
C 4.86528 0.56821 -3.05469
C 3.48402 0.95736 -3.27862
C 2.40824 0.60226 -2.32524
C 2.81860 -0.17533 -1.16644
S 1.58694 -0.66496 0.09347
C 0.23707 0.52390 -0.25560
C 0.18255 1.20717 -1.54093
C -0.93799 2.16403 -1.72204
C -1.89330 2.39442 -0.65698
C -3.05930 3.40784 -0.88370
C -2.59712 4.89343 -0.55582
O -1.18331 5.04114 -0.79041
C -0.50005 5.36449 0.37919
C 0.67355 4.44440 0.86183
O -0.79358 6.33906 1.02378
C -1.79946 1.71496 0.63228
C -2.79050 1.98449 1.79517
C -4.10845 1.14685 1.72964
C -4.32676 0.06409 0.76948
C -5.61753 -0.62968 0.83375
C -6.65247 -0.31292 1.80810
C -6.42918 0.78397 2.77000
C -5.15608 1.47651 2.71461
C -0.72402 0.73805 0.84516
S -0.49880 -0.22379 2.37920
N 1.08958 1.08966 -2.64577
C 0.48908 0.52113 -3.87520
C -0.37814 -0.79012 -3.71263
C 0.22698 -1.87459 -2.73375
C -1.92092 -0.50326 -3.40985
H 3.06175 -1.80866 2.39188
H 2.21772 -3.38434 1.99048
H 3.77870 -3.45379 2.86066
H 4.85098 -3.64562 0.83560
H 3.37678 -3.27457 -0.16546
H 5.08550 -0.52650 2.06630
H 6.94728 -1.45758 -1.09971
H 7.34729 -0.50534 -2.64656
H 8.39028 0.38383 -0.34873
H 6.69261 0.75101 0.10494
H 8.46032 2.45968 -1.43058
H 7.11812 2.04380 -2.56977
H 7.15773 4.05917 -0.47223
H 6.12798 2.78252 0.25928
H 5.64502 4.63612 -1.84391
H 4.58225 3.77372 -0.97719
H 5.66301 0.86501 -3.77374
H 3.27948 1.54217 -4.21019
H -1.02436 2.72572 -2.68642
H -3.90661 3.07809 -0.22189
H -3.44884 3.33230 -1.93531
H -2.89214 5.09184 0.51192
H -3.16848 5.57638 -1.23617
H 1.13819 3.87861 0.01290
H 0.31984 3.73947 1.65993
H 1.47646 5.08700 1.31717
H -2.33591 1.80986 2.80629
H -3.09013 3.07338 1.79066
H -3.52739 -0.15416 0.02960
H -5.82291 -1.45188 0.11137
H -7.62686 -0.86000 1.85897
H -7.21020 1.06067 3.51451
H -4.97936 2.31668 3.43622
H -0.97390 0.49184 3.44714
H -0.16467 1.32006 -4.33286
H 1.27435 0.30171 -4.65109
H -0.38508 -1.28602 -4.72974
H -0.08819 -2.87616 -3.15691
H -0.23174 -1.84431 -1.70760
H 1.34441 -1.89519 -2.71353
H -2.14215 0.53656 -3.77957
H -2.60638 -1.19712 -3.95504
H -2.11547 -0.47523 -2.29860
C 0.47347 -3.54357 4.40759
O 1.23653 -3.57066 5.61360
C 0.76379 -2.77396 6.57817
O -0.21150 -2.07083 6.50110
O 1.56414 -2.89370 7.64440
C 1.17671 -2.09240 8.75970
H 0.94589 -4.22252 3.70026
H -0.54566 -3.88783 4.58827
H 0.46982 -2.54214 3.97614
H 0.18524 -2.37789 9.11311
H 1.20244 -1.03329 8.50053
H 1.89448 -2.27162 9.55842
C -9.21165 -4.31245 -2.44952
O -8.03824 -4.55750 -3.22408
C -6.98685 -3.80557 -2.87998
O -6.96493 -2.97755 -2.00471
O -5.96351 -4.13356 -3.67720
C -4.76642 -3.40169 -3.41898
H -9.99263 -4.97585 -2.81708
H -9.03238 -4.53639 -1.39728
H -9.54555 -3.28143 -2.57188
H -4.41179 -3.58944 -2.40463
H -4.92504 -2.33463 -3.58072
H -4.00777 -3.74851 -4.11889

Summary:
Total energy (eV): -85087.0051
SMILES string: CCB(O)c1c(CCCCN)ccc2c1Sc1c(cc(CCOC(C)=O)c(Cc3ccccc3)c1S)N2CC(C)C.COC(=O)OC.COC(=O)OC
Gap between HOMO and LUMO (eV): 7.824
Net charge: 0
Largest force on an atom (eV Å⁻¹): 3.42

Atomic partial charges in e from the Mulliken method, atoms 1 to 5: -0.73, -0.40, 0.46, -0.70, 0.64

***

# 2
The following is a quantum chemistry calculation of a molecular structure, C39H55CaClF5N3O5SSiTe, from the OMol25 dataset.

Positions of all 112 atoms, in Å:
Ca 0.33728 -1.10097 -0.08954
C 2.23668 2.52266 5.19738
C 0.99001 2.69755 4.32836
C -0.24123 2.05591 4.91912
C -0.84896 2.65274 6.02437
C -2.00528 2.14296 6.58611
C -2.59371 1.01602 6.02845
C -2.02990 0.39216 4.92520
C -2.66285 -0.83747 4.32312
C -2.03412 -2.14017 4.82028
C -0.83307 0.90286 4.38997
N -0.34171 0.24938 3.22926
C 0.68593 -0.46009 3.31303
C 1.88219 -2.13438 2.03625
C 2.75450 -2.76043 3.05172
C 3.33119 -3.86439 2.25079
C 2.89077 -3.72478 0.99676
N 1.98316 -2.65325 0.86818
H 3.10712 2.93653 4.68457
H 2.45209 1.46741 5.37029
H 2.12582 3.03362 6.15929
H 1.19793 2.29373 3.33920
H 0.77307 3.76470 4.20608
H -0.39646 3.54929 6.43660
H -2.45841 2.63030 7.44197
H -3.51290 0.61553 6.44465
H -2.57365 -0.79030 3.23704
H -3.73044 -0.83472 4.56072
H -0.98680 -2.20814 4.52416
H -2.54822 -3.00649 4.40076
H -2.07617 -2.20161 5.91098
H 1.34979 -0.68794 4.14996
H 2.37552 -2.93410 4.05462
H 4.04549 -4.57659 2.62807
H 3.14776 -4.29800 0.11964
Cl -2.72822 -5.73147 -4.45500
C -2.34187 -4.92078 -2.94309
C -1.09664 -5.09008 -2.35737
C -0.79900 -4.44873 -1.16738
C -1.72505 -3.60026 -0.50112
C -1.38271 -2.88297 0.68834
C -2.98442 -3.47292 -1.14164
C -3.28772 -4.11298 -2.32815
H -0.35749 -5.72296 -2.83400
H 0.18068 -4.59743 -0.72243
H -0.69708 -3.41441 1.35170
H -2.22398 -2.45043 1.23010
H -3.73861 -2.85105 -0.67156
H -4.26466 -3.98822 -2.78083
S 2.36804 0.96875 -0.69563
C 3.93943 1.24097 -0.10367
N 4.17989 1.41029 1.21645
C 5.40344 1.59920 1.74594
C 6.51429 1.69222 0.95824
C 6.31866 1.56501 -0.42680
C 5.07026 1.36336 -0.94807
H 3.44029 1.08265 1.93833
H 5.39934 1.65731 2.82707
H 7.49331 1.81875 1.39514
H 7.16800 1.61481 -1.09882
H 4.91503 1.25073 -2.01133
F 5.94923 -2.41314 2.91102
Te 4.40478 -1.40371 3.60939
F 4.72687 -2.82744 4.93237
F 2.91658 -1.10222 5.13499
F 4.34924 -1.12253 1.61594
F 2.99219 0.51618 3.08721
O 1.00115 -1.11026 2.13280
C -4.02793 -1.28993 -4.82713
C -3.70545 -0.06465 -3.98084
C -4.14745 1.20581 -4.70276
C -4.37280 -0.17228 -2.61372
O -2.29490 -0.05461 -3.83872
Si -1.27735 0.76498 -2.82691
O -0.82462 -0.06655 -1.56589
O -0.03154 1.25833 -3.80302
C 0.73866 0.51237 -4.73807
C 0.99102 -0.91314 -4.25654
C -0.00628 0.48382 -6.07176
C 2.05483 1.26533 -4.88573
O -2.09126 2.15953 -2.44694
C -1.61006 3.35028 -1.83319
C -2.82715 4.00741 -1.19216
C -0.55700 3.04994 -0.77403
C -1.03313 4.25293 -2.92045
H -5.10642 -1.38954 -4.98006
H -3.65452 -2.18991 -4.33669
H -3.54292 -1.20412 -5.80272
H -5.22727 1.19094 -4.87890
H -3.63814 1.27787 -5.66723
H -3.89403 2.08368 -4.10652
H -5.45882 -0.25054 -2.72007
H -4.14383 0.70782 -2.00839
H -4.00382 -1.05864 -2.09604
H 0.05009 -1.45480 -4.12758
H 1.53636 -0.89714 -3.31637
H 1.59870 -1.45325 -4.98877
H -0.96200 -0.02791 -5.96030
H 0.58851 -0.03128 -6.83178
H -0.19616 1.50601 -6.41028
H 2.56994 1.30029 -3.92001
H 1.85851 2.28560 -5.22410
H 2.70136 0.77354 -5.61746
H -3.21773 3.37140 -0.39507
H -3.61009 4.14651 -1.94159
H -2.56793 4.98072 -0.76717
H -0.94583 2.34531 -0.03769
H -0.27347 3.97011 -0.25510
H 0.34573 2.62158 -1.21491
H -1.80188 4.47912 -3.66400
H -0.20367 3.74883 -3.41878
H -0.67393 5.19248 -2.49017

Summary:
Total energy (eV): -126611.0379
Relative energy (zero: lowest compared OMol25 entry of this formula, charge and spin) (kJ/mol): 0.00
Gap between HOMO and LUMO (eV): 5.832
Net charge: -2
Largest force on an atom (eV Å⁻¹): 0.89

Atomic partial charges in e from the Mulliken method, atoms 1 to 5: 2.09, -1.18, -0.33, 0.17, -0.45